This record from OMol25 describes a molecular structure, C43H50AsFN3O7PPbSSi. The level of theory is ωB97M-V/def2-TZVPD.

Kohn-Sham gap   6.7 eV
Charge   -2
Energy relative to the best compared isomer or geometry (same formula, charge and spin)   0.60 kcal per mole
Highest occupied orbital energy   -2.57 eV
Energy   -5917.0828 Eh

CARTESIAN COORDINATES (ANGSTROEM)
Pb -0.63425 0.33088 -0.58718
As 1.24264 2.07382 1.62831
S -1.55828 0.60496 2.25487
P 0.13322 -2.92321 -0.09869
Si -4.13325 0.08695 -0.93165
F -0.78649 3.02667 -0.78697
O 4.21835 -1.14963 -6.81645
O 2.94053 1.22487 -2.50706
O 1.84278 -0.40005 -1.41092
O -0.64338 -0.27606 -3.03622
O -1.87566 -1.53972 -6.64124
O 2.64790 -1.95705 -8.04468
O -2.27196 -1.84285 -4.55263
N 3.04318 -1.43691 -7.00563
N -1.52591 -1.53960 -5.46368
N -2.88349 1.25530 -0.79104
C 0.35603 -4.12655 -1.49914
C -0.35872 6.35976 2.87882
C 0.58658 -0.66287 5.43609
C 0.20890 -0.58511 -3.90636
C -2.03218 3.48772 -0.43607
C -3.37901 5.32992 0.25212
C 1.50095 -3.70549 -2.42179
C 1.16380 4.96921 1.64058
C 5.29763 2.04472 0.61189
C -0.14753 -1.19167 -5.16671
C 0.68217 6.22881 1.96890
C 2.41049 -4.17262 1.18146
C -3.30548 -1.55576 -1.25485
C 2.18203 0.24996 -2.44710
C -3.09285 2.56069 -0.46925
C 0.76284 -1.45008 -6.17246
C 3.92204 1.84337 0.66035
C -0.98462 -3.26674 2.44704
C 5.92478 2.82533 1.57078
C 1.83725 -2.86993 0.63256
C -0.95506 -4.20794 -2.28112
C -5.30175 0.45023 -2.36424
C -4.47431 4.47919 0.21502
C 1.00054 1.01967 3.25892
C -5.16175 -0.14639 0.63946
C 2.09039 -1.14438 -5.96980
C -0.80008 -5.41469 1.14597
C 1.62416 -0.29788 -3.75936
C -2.13321 4.80841 -0.08545
C -0.97546 -3.89768 1.05569
C 3.16907 2.42133 1.67977
C 2.51009 -0.55292 -4.76262
C -0.42890 -0.44821 4.52014
C 1.82082 -0.04638 5.27084
C 3.80228 3.22322 2.62858
C -0.90998 5.22571 3.45760
C 2.01443 0.79204 4.18106
C 0.62274 3.82734 2.22861
C -4.33781 3.14428 -0.13510
C -0.42217 3.96506 3.13691
C 1.97339 -1.72103 1.63031
C -0.24922 0.38329 3.40341
C 5.17386 3.42108 2.57956
H -1.80016 -4.49491 -1.65021
H 1.71775 -0.77947 1.14135
H -1.96489 -3.72019 0.61926
H -2.72099 -1.87701 -0.38666
H 2.47708 -3.90867 -1.97718
H -5.75284 1.44150 -2.28313
H -0.04918 -3.46247 2.97717
H 2.41839 -2.56808 -0.24532
H 3.21711 3.70181 3.40660
H 5.65706 4.04440 3.32343
H 0.59139 -5.11316 -1.08812
H 3.43250 1.26521 -0.11806
H 5.87025 1.59897 -0.19212
H 1.46118 -2.64010 -2.64666
H 0.17585 -5.69093 1.54546
H 0.41529 -1.32210 6.28034
H -1.13115 -2.18501 2.40257
H -6.10742 -0.28863 -2.41210
H -0.87255 -4.94194 -3.08791
H -0.87518 3.08330 3.57211
H 2.62544 -0.22043 5.97523
H -5.87646 0.65750 0.82362
H 6.99619 2.98422 1.52775
H 2.98128 1.25913 4.04198
H 1.44341 -4.25824 -3.36410
H -5.45929 4.85528 0.46996
H 3.47642 -4.04799 1.39601
H 3.01137 -1.63690 1.96661
H 0.43122 -1.88738 -7.10087
H -1.19793 -3.24237 -2.72825
H -1.79672 -3.69093 3.04619
H -1.23333 5.41022 -0.06447
H -0.74533 7.34124 3.12728
H -4.05537 -2.32937 -1.44449
H -0.92225 -5.90664 0.18038
H -4.74489 0.40620 -3.30319
H 1.92299 -4.45550 2.11720
H -4.49021 -0.20178 1.50103
H -5.21696 2.51430 -0.13902
H 3.55089 -0.29399 -4.62853
H 2.30449 -5.00121 0.47782
H -5.72302 -1.08493 0.58302
H 1.96869 4.87469 0.92014
H 1.11482 7.10696 1.50341
H -1.38852 -0.93603 4.64225
H -2.64775 -1.50958 -2.12690
H -1.73690 5.31701 4.15143
H -1.55963 -5.82538 1.81973
H -3.47877 6.36695 0.54478
H 1.34345 -1.84199 2.51300